(1)
17
Properties=species:S:1:pos:R:3 method="wB97M-V/def2-TZVPD" total_charge=+1 de_lowest_kcal_mol=63.19
C 0.879 0.238 -1.523
C 1.702 -0.165 -0.559
C -1.285 -0.801 -0.637
C -0.515 0.394 -1.017
C 2.615 -0.421 0.311
C -1.476 0.686 1.416
N -0.653 0.028 0.340
H 1.344 0.037 -2.466
H -2.385 -0.859 -0.747
H -0.664 -1.700 -0.780
H -1.239 1.206 -1.149
H 2.891 -1.416 0.384
H 0.344 -0.057 0.644
H 3.313 0.293 0.760
H -2.369 1.060 1.040
H -1.699 -0.026 2.220
H -0.803 1.503 1.762

---

(2)
72
Properties=species:S:1:pos:R:3 method="wB97M-V/def2-TZVPD" energy_ha=-3105.97837 total_charge=+1 s2=1.0200 multiplicity=2
Mn 0.252 -0.649 1.038
C -2.382 -1.084 2.375
Si -1.709 0.701 2.431
C -0.351 0.617 3.760
C -3.053 1.855 3.005
C -0.881 1.023 0.780
Si -2.133 1.195 -0.628
C -3.579 -0.006 -0.479
C -1.397 0.920 -2.344
C -2.861 2.931 -0.586
Si 0.342 2.402 0.741
C 0.858 2.992 -0.964
C -0.029 3.913 1.789
C 1.942 1.595 1.424
C 3.049 2.310 1.863
C 4.191 1.656 2.288
C 4.202 0.268 2.287
C 3.069 -0.397 1.872
N 1.968 0.238 1.436
H -2.277 -1.560 3.353
H -1.905 -1.753 1.643
H -3.438 -1.098 2.106
H -0.831 0.397 4.718
H 0.191 1.559 3.866
H 0.405 -0.164 3.623
H -3.383 1.576 4.008
H -3.921 1.813 2.345
H -2.707 2.890 3.037
H -3.281 -1.056 -0.441
H -4.201 0.117 -1.370
H -4.215 0.194 0.385
H -0.427 0.425 -2.329
H -1.267 1.868 -2.869
H -2.067 0.303 -2.947
H -3.337 3.156 0.371
H -3.616 3.045 -1.366
H -2.101 3.697 -0.762
H 0.062 3.534 -1.477
H 1.173 2.170 -1.607
H 1.702 3.679 -0.857
H -1.002 4.322 1.507
H 0.710 4.701 1.631
H -0.065 3.694 2.858
H 3.006 3.392 1.864
H 5.058 2.213 2.619
H 5.065 -0.292 2.614
H 3.031 -1.476 1.890
C 2.377 -2.752 -0.931
C 1.393 -1.760 -1.579
C 2.205 -0.550 -2.059
C 0.357 -1.302 -0.578
C 0.668 -2.482 -2.719
C 0.836 -2.136 -4.054
C 0.163 -2.828 -5.055
C -0.689 -3.871 -4.735
C -0.868 -4.224 -3.404
C -0.193 -3.535 -2.411
H 2.936 -2.281 -0.123
H 3.091 -3.081 -1.687
H 1.867 -3.636 -0.550
H 2.657 -0.044 -1.205
H 1.599 0.171 -2.605
H 3.009 -0.881 -2.718
H -0.696 -1.456 -0.864
H 1.491 -1.322 -4.333
H 0.307 -2.543 -6.089
H -1.212 -4.407 -5.516
H -1.532 -5.037 -3.141
H -0.343 -3.823 -1.375
N 0.917 -3.394 2.436
C 0.700 -2.361 1.967
H 1.100 -4.293 2.836

---

(3)
42
Properties=species:S:1:pos:R:3 method="wB97M-V/def2-TZVPD" total_charge=-1 de_lowest_kcal_mol=7.16
C -2.767 -2.344 -3.078
C -2.356 -2.250 -1.803
In -0.398 -1.354 -1.201
C 0.046 0.188 -2.812
C -0.480 1.579 -2.633
O -0.681 2.343 -3.533
I -0.947 2.415 -0.645
H -3.757 -1.984 -3.364
H -2.192 -2.802 -3.873
H -3.048 -2.566 -1.025
H 0.982 -2.495 -1.219
H -0.537 -0.705 0.433
H 1.111 0.220 -3.012
H -0.425 -0.178 -3.718
C -3.612 5.831 4.178
C -2.653 5.323 3.313
C -2.747 4.017 2.860
C -3.809 3.239 3.281
C -4.770 3.726 4.147
C -4.667 5.032 4.597
N -3.920 1.859 2.780
O -3.047 1.474 2.043
O -4.882 1.206 3.139
H -3.538 6.854 4.526
H -1.831 5.946 2.987
H -2.003 3.618 2.186
H -5.590 3.101 4.467
H -5.413 5.428 5.273
C 6.370 -2.448 -0.602
C 6.098 -3.757 -0.226
C 4.987 -4.409 -0.736
C 4.167 -3.739 -1.623
C 4.417 -2.436 -2.002
C 5.528 -1.788 -1.486
N 2.998 -4.430 -2.186
O 2.780 -5.567 -1.808
O 2.330 -3.818 -2.978
H 7.240 -1.942 -0.205
H 6.752 -4.270 0.466
H 4.770 -5.426 -0.445
H 3.757 -1.927 -2.689
H 5.736 -0.767 -1.775

---

(4)
67
Properties=species:S:1:pos:R:3 method="wB97M-V/def2-TZVPD" de_lowest_kcal_mol=9.43
Tc 0.044 0.059 0.967
O -4.142 1.371 6.540
C -3.409 1.150 5.634
S -3.085 -0.506 5.031
C -2.149 -0.035 3.658
C -1.940 1.388 3.473
S -0.996 1.959 2.274
S -2.691 2.441 4.627
S -1.480 -1.096 2.618
Se 4.865 -1.978 2.033
Sb 3.767 0.048 1.552
Se 1.516 0.136 2.875
Se 1.974 -0.054 -0.397
Se 4.713 2.197 1.367
C -3.656 -0.358 0.146
C -3.434 0.675 -0.967
C -2.669 0.082 -2.149
C -2.861 2.002 -0.504
C -3.748 3.062 -0.341
C -3.308 4.358 -0.140
C -1.950 4.628 -0.184
C -1.013 3.615 -0.327
C 0.450 3.999 -0.469
C 1.286 3.783 0.791
C 1.104 3.357 -1.694
C -1.482 2.279 -0.377
O -0.562 1.291 -0.409
H -4.475 -1.027 -0.120
H -3.918 0.127 1.091
H -2.771 -0.977 0.285
H -4.427 0.936 -1.344
H -1.663 -0.225 -1.868
H -2.594 0.805 -2.962
H -3.186 -0.804 -2.519
H -4.810 2.862 -0.421
H -4.021 5.163 -0.021
H -1.601 5.652 -0.116
H 0.434 5.078 -0.645
H 1.429 2.727 1.028
H 0.850 4.285 1.657
H 2.289 4.184 0.640
H 1.206 2.279 -1.573
H 2.101 3.775 -1.838
H 0.517 3.546 -2.595
C 5.100 -4.540 -1.594
C 3.709 -4.030 -1.349
C 3.108 -4.166 -0.109
C 1.842 -3.656 0.156
C 1.286 -3.807 1.545
C 1.158 -3.022 -0.882
C 1.726 -2.894 -2.164
C 0.998 -2.202 -3.283
C 3.001 -3.389 -2.365
C -0.221 -2.519 -0.685
O -1.170 -2.801 -1.356
O -0.440 -1.680 0.388
H 5.468 -5.109 -0.743
H 5.784 -3.704 -1.757
H 5.136 -5.176 -2.479
H 3.643 -4.666 0.689
H 1.565 -4.778 1.953
H 0.200 -3.725 1.582
H 1.717 -3.044 2.200
H 0.651 -1.210 -2.981
H 0.119 -2.769 -3.590
H 1.656 -2.080 -4.142
H 3.461 -3.274 -3.341

---

no.,molecular weight (g/mol)
1,96.2
2,508.8
3,559.0
4,1056.4